Density functional theory data (ωB97M-V with the def2-TZVPD basis set) for a 10-piece molecular cluster, C40H65F15O25 overall at a distorted geometry.

Structure (XYZ):
```
145
Properties=species:S:1:pos:R:3:forces:R:3:lowdin_charge:R:1
C 20.395 -4.593 15.733 1.1 -0.9 -0.4 -0.039
C 20.100 -5.966 15.107 -1.9 1.3 0.9 -0.187
O 20.135 -5.932 13.683 -1.7 1.1 1.4 0.077
C 21.108 -6.576 13.134 -0.5 1.1 0.0 -0.736
O 21.873 -7.266 13.685 2.7 -2.6 1.7 0.160
O 21.116 -6.253 11.897 -0.3 0.6 -3.4 0.041
C 22.061 -6.908 11.076 0.7 -1.1 0.2 -0.032
H 21.361 -4.255 15.344 -0.1 0.3 0.2 0.078
H 20.509 -4.771 16.804 -0.1 0.3 -0.1 0.045
H 19.615 -3.864 15.544 -0.1 0.0 -0.1 0.083
H 19.034 -6.082 15.343 0.2 -0.7 0.0 0.116
H 20.683 -6.771 15.538 0.2 0.0 -0.3 0.111
H 21.764 -6.864 10.037 -0.2 0.5 0.0 0.093
H 22.116 -7.972 11.331 0.0 0.2 0.1 0.100
H 23.050 -6.488 11.256 0.0 0.1 -0.2 0.101
C 10.731 1.991 13.707 0.0 0.1 0.3 -0.063
C 11.842 1.627 14.677 -0.8 -0.2 0.1 -0.207
O 13.013 1.320 13.921 -0.9 0.2 -1.0 0.054
C 14.138 1.121 14.566 -0.3 0.2 -1.1 -0.685
O 14.299 1.242 15.723 0.2 0.3 3.2 0.148
O 15.077 0.817 13.711 0.8 -0.4 -1.1 0.025
C 16.408 0.863 14.228 0.2 0.6 0.1 -0.025
H 10.469 1.179 13.030 0.3 0.1 -0.2 0.078
H 11.019 2.908 13.192 -0.1 -0.2 -0.3 0.080
H 9.812 2.205 14.256 0.1 0.1 0.2 0.079
H 11.569 0.746 15.264 0.1 0.1 0.1 0.132
H 11.985 2.477 15.347 0.4 -0.2 0.1 0.117
H 16.677 1.900 14.454 -0.1 0.0 -0.2 0.088
H 17.026 0.505 13.416 0.2 -0.2 0.1 0.098
H 16.531 0.328 15.168 -0.1 -0.4 -0.3 0.085
C 23.946 -3.064 16.617 0.3 0.0 -0.2 -0.056
C 24.713 -2.113 17.527 -0.5 -1.3 -0.9 -0.182
O 25.463 -2.959 18.416 0.3 0.4 -1.6 0.059
C 25.309 -2.848 19.695 -0.2 -0.9 -0.4 -0.703
O 24.480 -2.249 20.291 -1.8 1.8 1.0 0.127
O 26.174 -3.640 20.251 1.9 -1.0 0.7 0.030
C 26.106 -3.693 21.654 -1.0 0.0 1.2 -0.047
H 23.472 -2.558 15.775 -0.1 0.2 0.2 0.081
H 23.189 -3.607 17.181 0.0 -0.1 -0.1 0.057
H 24.666 -3.754 16.172 -0.2 -0.2 0.1 0.087
H 24.012 -1.477 18.044 0.4 0.5 0.3 0.083
H 25.466 -1.627 16.916 -0.1 0.7 0.3 0.130
H 25.113 -4.042 21.961 0.2 -0.2 -0.1 0.091
H 26.185 -2.717 22.139 0.4 0.0 -0.3 0.099
H 26.866 -4.367 22.019 0.2 -0.1 -0.2 0.096
C 21.444 4.145 17.622 -0.5 0.9 -1.0 -0.065
C 22.507 3.162 17.216 -0.4 -0.1 0.8 -0.178
O 23.242 2.929 18.449 0.5 -0.5 0.1 0.038
C 23.975 1.815 18.539 0.1 0.0 -0.2 -0.577
O 23.999 0.909 17.736 -0.2 0.2 0.0 0.095
O 24.702 1.864 19.656 -0.7 0.6 0.2 0.010
C 25.596 0.795 19.943 0.6 0.2 -1.0 -0.021
H 20.685 3.627 18.182 0.0 0.0 0.6 0.042
H 20.891 4.577 16.776 0.3 -0.4 -0.2 0.089
H 21.835 5.025 18.127 0.1 -0.2 0.4 0.087
H 23.205 3.506 16.459 0.0 0.0 -0.1 0.130
H 21.990 2.249 16.932 0.4 -0.3 -0.3 0.108
H 25.300 0.265 20.837 -0.1 0.0 0.1 0.083
H 26.573 1.268 20.033 0.0 -0.1 0.4 0.101
H 25.656 0.139 19.076 -0.2 -0.2 0.2 0.080
C 17.555 -4.325 20.979 -0.4 -0.3 0.2 -0.049
C 18.618 -4.616 19.956 0.4 0.3 0.0 -0.213
O 18.073 -4.383 18.647 0.0 -0.2 -0.8 0.028
C 17.479 -5.392 18.005 -0.5 0.2 0.5 -0.590
O 17.381 -6.517 18.419 0.0 -0.3 -0.2 0.125
O 16.947 -4.924 16.872 1.0 1.3 0.4 -0.008
C 15.954 -5.665 16.228 -0.5 -1.2 -0.1 -0.053
H 17.112 -3.346 20.795 0.1 0.1 0.1 0.085
H 17.933 -4.377 22.000 0.2 0.1 -0.1 0.083
H 16.752 -5.062 20.913 0.0 0.0 -0.1 0.083
H 19.065 -5.600 20.059 -0.3 -0.2 -0.2 0.103
H 19.446 -3.910 19.986 -0.1 0.0 0.2 0.096
H 16.330 -6.661 16.000 -0.1 -0.2 0.0 0.095
H 15.662 -5.181 15.305 0.3 0.3 0.0 0.097
H 15.070 -5.740 16.859 0.0 -0.1 0.1 0.102
C 21.972 -0.134 21.561 -0.3 1.0 0.0 -0.040
C 21.834 0.425 22.962 0.0 -1.4 -0.1 -0.211
O 22.438 1.704 23.009 0.2 0.6 -1.0 0.051
C 22.584 2.214 24.203 0.5 1.1 -1.4 -0.440
O 22.251 1.691 25.192 -0.7 -0.9 2.8 0.195
C 23.228 3.623 24.192 0.4 0.2 -0.9 -0.488
F 23.617 3.976 22.942 -0.1 -0.1 0.9 0.146
F 22.329 4.537 24.605 0.7 -0.5 0.1 0.158
F 24.326 3.625 24.989 -1.0 0.2 -0.4 0.151
H 21.528 -1.126 21.589 0.1 -0.1 -0.4 0.086
H 22.986 -0.142 21.168 0.2 -0.4 0.4 0.059
H 21.436 0.559 20.903 -0.3 -0.4 -0.1 0.080
H 22.292 -0.235 23.700 0.3 0.1 0.0 0.129
H 20.777 0.441 23.234 0.0 0.5 0.0 0.132
C 14.863 3.134 21.677 0.1 -0.8 0.7 -0.059
C 15.826 4.190 21.206 -1.4 0.6 -0.9 -0.217
O 17.144 3.972 21.659 -0.1 -1.5 1.0 0.056
C 18.104 4.667 21.121 0.1 -1.2 0.6 -0.444
O 17.948 5.597 20.429 0.2 2.2 -1.6 0.198
C 19.483 4.080 21.462 -0.1 -0.2 -0.4 -0.544
F 20.296 4.211 20.418 0.1 0.2 0.0 0.168
F 20.010 4.742 22.490 0.1 -0.2 0.3 0.182
F 19.399 2.770 21.731 0.2 0.2 0.4 0.163
H 15.076 2.118 21.329 0.3 0.3 -0.3 0.081
H 13.866 3.372 21.312 0.0 0.2 0.1 0.083
H 14.845 3.028 22.766 -0.1 0.4 -0.1 0.082
H 15.470 5.179 21.509 0.2 0.0 0.2 0.135
H 15.785 4.211 20.111 0.4 0.0 0.0 0.123
C 20.611 -2.089 18.434 -0.2 0.5 -0.1 -0.041
C 21.196 -0.771 17.994 0.3 0.9 -0.2 -0.156
O 20.310 0.399 18.083 1.0 0.0 1.7 0.046
C 19.241 0.390 17.366 0.9 3.1 2.8 -0.493
O 18.986 -0.369 16.552 -1.8 -3.9 -4.6 0.224
C 18.278 1.527 17.712 -0.4 -0.8 0.4 -0.587
F 18.681 2.307 18.689 0.5 0.8 0.6 0.183
F 17.996 2.249 16.653 0.1 0.8 -1.0 0.184
F 17.141 0.966 18.111 -0.8 -0.4 0.3 0.178
H 21.450 -2.767 18.585 -0.1 -0.2 -0.1 0.079
H 19.913 -2.438 17.678 0.1 -0.4 0.1 0.068
H 20.071 -2.016 19.378 0.1 0.2 0.1 0.079
H 21.537 -0.799 16.957 0.1 -0.2 0.1 0.133
H 22.003 -0.399 18.617 0.2 -0.5 0.0 0.095
C 15.321 4.274 16.633 0.1 0.0 0.1 -0.054
C 14.611 5.620 16.738 1.7 -0.9 -0.1 -0.180
O 13.322 5.530 16.137 1.0 1.2 -1.6 0.065
C 12.357 5.364 16.962 -1.4 0.4 -1.8 -0.493
O 12.460 4.937 18.031 0.0 -1.5 4.4 0.207
C 11.012 5.809 16.400 -0.2 -0.4 0.6 -0.584
F 10.828 7.095 16.658 -0.1 0.7 0.3 0.186
F 10.972 5.652 15.106 -0.3 -0.3 -1.5 0.195
F 10.012 5.115 16.964 0.2 0.1 -0.1 0.165
H 15.221 3.882 15.621 0.0 -0.1 0.0 0.075
H 14.920 3.550 17.343 -0.2 0.0 -0.2 0.079
H 16.387 4.364 16.861 -0.1 0.2 -0.1 0.075
H 15.143 6.362 16.151 -0.1 0.2 0.0 0.128
H 14.596 5.900 17.790 -0.5 0.3 -0.1 0.125
C 20.010 -9.378 18.307 0.8 -0.6 -0.5 -0.046
C 20.254 -7.929 18.586 -1.3 0.1 0.0 -0.207
O 21.569 -7.725 19.103 0.4 -2.7 0.4 0.091
C 22.015 -6.529 19.030 2.1 -1.9 1.2 -0.462
O 21.391 -5.647 18.632 -2.3 4.9 -1.7 0.174
C 23.462 -6.325 19.497 -0.9 -0.8 0.3 -0.587
F 24.190 -5.979 18.474 0.9 0.4 -1.2 0.213
F 23.495 -5.351 20.391 0.1 0.6 0.6 0.190
F 23.965 -7.426 20.031 0.4 -0.4 0.4 0.190
H 20.208 -10.044 19.145 -0.2 0.2 0.2 0.083
H 20.686 -9.720 17.516 -0.1 0.1 0.0 0.086
H 18.995 -9.509 17.941 -0.1 0.0 0.1 0.086
H 19.519 -7.543 19.295 0.2 0.0 0.2 0.111
H 20.086 -7.335 17.687 0.3 0.0 0.0 0.110
```
Forces are in eV/Å.

Calculated values
LUMO level: 0.38 eV
frontier orbital gap: 11.181 eV
energy: -4942.245615 hartree
F_max: 6.3 eV/A
highest occupied orbital energy: -10.81 eV
SMILES: CCOC(=O)C(F)(F)F.CCOC(=O)C(F)(F)F.CCOC(=O)C(F)(F)F.CCOC(=O)C(F)(F)F.CCOC(=O)C(F)(F)F.CCOC(=O)OC.CCOC(=O)OC.CCOC(=O)OC.CCOC(=O)OC.CCOC(=O)OC